An isolated ion of composition C19H14F4N and charge +1 at a distorted geometry. Source: the OMol25 dataset; level of theory: ωB97M-V/def2-TZVPD.

Values from the calculation:
**E_HOMO**: -12.6962 eV
**SMILES string**: Cc1ccc[n+](C(c2cc(F)cc(F)c2)c2cc(F)cc(F)c2)c1
**Total charge**: +1
**Kohn-Sham gap**: 8.461 eV
**Lowest unoccupied orbital energy**: -4.24 eV

CARTESIAN COORDINATES (ANGSTROEM)
1 F -2.094 -4.269 1.595
2 C -1.315 -3.720 0.588
3 C -0.678 -4.570 -0.331
4 C 0.094 -3.934 -1.314
5 F 0.788 -4.735 -2.188
6 C 0.236 -2.537 -1.386
7 C -0.407 -1.746 -0.427
8 C -0.280 -0.317 -0.875
9 C -1.375 0.639 -0.485
10 C -1.290 1.729 -1.359
11 C -2.253 2.730 -1.255
12 F -2.189 3.829 -2.076
13 C -3.275 2.716 -0.281
14 C -3.336 1.570 0.522
15 F -4.289 1.484 1.527
16 C -2.436 0.495 0.422
17 C -1.158 -2.307 0.622
18 H -0.692 -5.674 -0.175
19 H 0.697 -2.118 -2.293
20 H -0.045 -0.227 -1.995
21 H -0.611 1.741 -2.227
22 H -3.931 3.569 -0.068
23 H -2.731 -0.463 0.881
24 H -1.764 -1.708 1.306
25 C 2.337 2.394 2.565
26 C 2.339 1.583 1.295
27 C 3.530 1.327 0.584
28 C 3.496 0.537 -0.614
29 C 2.243 0.072 -0.994
30 N 1.095 0.283 -0.289
31 C 1.147 1.048 0.826
32 H 1.315 2.473 2.947
33 H 2.933 1.950 3.373
34 H 2.705 3.422 2.456
35 H 4.511 1.712 0.926
36 H 4.375 0.290 -1.208
37 H 2.110 -0.499 -1.927
38 H 0.199 1.232 1.332